{"formula": "CH4NO", "method": "wB97M-V/def2-TZVPD", "lumo_energy_ev": [-6.8334, -6.8336], "gap_ev": [9.60, 9.60], "relative_energy_kj_mol": 419.7, "total_charge": 1, "fmax_ha_per_bohr": 0.1049, "species": ["C", "N", "O", "H", "H", "H", "H"], "positions_angstrom": [[-0.6764, 0.9775, 0.0474], [0.6141, -0.9869, 0.1759], [0.2019, 0.1804, 0.5033], [0.2455, -1.6881, -0.3993], [-0.6589, 1.9414, 0.3586], [-1.2810, 0.8560, -0.9396], [1.5548, -1.2802, 0.2537]], "atomic_forces_ev_per_a": [[0.016, -3.709, -3.915], [0.529, -2.915, -0.400], [-0.584, 3.479, 0.253], [-2.640, 0.023, -1.537], [0.218, 2.557, 2.145], [0.894, -0.849, 1.955], [1.567, 1.414, 1.499]], "lowdin_charge": [0.25, 0.14, 0.04, 0.14, 0.10, 0.18, 0.15]}


{"formula": "C4HCl2N", "method": "wB97M-V/def2-TZVPD", "lumo_energy_ev": -0.0540, "gap_ev": 11.14, "relative_energy_kj_mol": 0.0, "fmax_ha_per_bohr": 0.0340, "species": ["C", "C", "C", "C", "H", "N", "Cl", "Cl"], "positions_angstrom": [[1.4510, 0.0262, 0.2523], [0.0027, -0.0038, 0.0826], [-1.1796, -0.0040, -0.0859], [-2.5807, 0.0280, -0.2856], [1.6682, -0.0505, 1.2985], [-3.7243, -0.0156, -0.4559], [2.1687, 1.4784, -0.4020], [2.1938, -1.4587, -0.4040]], "atomic_forces_ev_per_a": [[-0.470, -0.778, 0.115], [0.535, 0.115, -0.281], [-1.729, 0.177, -0.201], [0.483, -0.332, 0.060], [0.193, 0.341, 0.544], [0.933, 0.157, 0.152], [0.100, 0.283, -0.139], [-0.046, 0.037, -0.250]], "lowdin_charge": [-1.12, -0.12, 0.01, -0.20, 0.05, 0.16, 0.63, 0.59]}


{"formula": "C13H24Cl10INO6S", "method": "wB97M-V/def2-TZVPD", "lumo_energy_ev": -0.1447, "gap_ev": 9.61, "fmax_ha_per_bohr": 0.0277, "species": ["C", "C", "O", "C", "C", "I", "O", "S", "O", "O", "O", "C", "C", "C", "C", "N", "O", "H", "H", "H", "H", "H", "H", "H", "H", "H", "H", "H", "H", "H", "H", "C", "Cl", "Cl", "H", "H", "C", "Cl", "Cl", "H", "H", "C", "Cl", "Cl", "H", "H", "C", "Cl", "Cl", "H", "H", "C", "Cl", "Cl", "H", "H"], "positions_angstrom": [[0.2755, -0.5516, 4.8834], [-0.5635, -1.3044, 3.8794], [-1.2895, -0.3207, 3.1401], [-2.1016, -0.8760, 2.1494], [-1.4068, -1.2190, 0.8051], [-1.7468, -3.3856, 0.5083], [-2.1750, -0.5878, -0.2410], [-1.3465, -0.5374, -1.5958], [-1.7521, 0.5867, -2.3296], [-1.3167, -1.7600, -2.3123], [0.0703, -0.4071, -0.8923], [0.0344, -0.8082, 0.5104], [0.7091, 0.3426, 1.2429], [-0.1516, 1.6020, 1.3112], [0.1366, 2.6140, 0.2259], [1.4661, 2.6560, -0.3174], [-0.7332, 3.3532, -0.1392], [0.8781, 0.1731, 4.3480], [-0.3933, 0.0097, 5.5278], [0.8726, -1.2188, 5.4903], [0.0680, -1.8645, 3.1882], [-1.2728, -1.9550, 4.3877], [-2.5794, -1.7655, 2.5419], [-2.8922, -0.1655, 1.9302], [0.6944, -1.6686, 0.5686], [1.0134, -0.0093, 2.2194], [1.6098, 0.5567, 0.6825], [-1.2103, 1.3995, 1.2484], [-0.0041, 2.0839, 2.2737], [1.3702, 2.4344, -1.3026], [1.7717, 3.6244, -0.2280], [-0.4764, -7.6714, -0.3222], [-1.5202, -6.5056, 0.5121], [0.0034, -8.9939, 0.7443], [-1.0219, -8.0787, -1.1637], [0.4123, -7.1545, -0.6618], [0.0292, -0.7404, -5.2710], [0.9620, 0.6679, -4.7416], [1.0314, -1.8887, -6.1722], [-0.3696, -1.2410, -4.3973], [-0.7765, -0.4030, -5.9109], [-0.7272, -4.4572, -3.8403], [-0.6621, -6.2212, -3.6645], [-2.1398, -3.9386, -4.7604], [-0.7780, -4.0092, -2.8551], [0.1640, -4.1301, -4.3639], [4.3387, 5.2652, 0.8808], [4.6303, 3.5427, 1.1243], [2.9747, 5.5822, -0.2094], [4.1175, 5.7180, 1.8397], [5.2271, 5.7083, 0.4483], [-0.7839, 7.4823, -0.2398], [-0.6366, 9.1296, -0.8645], [0.3046, 7.1938, 1.1231], [-1.8022, 7.3265, 0.0934], [-0.5356, 6.7859, -1.0317]], "atomic_forces_ev_per_a": [[-0.524, 0.129, -0.210], [0.057, 0.560, 0.022], [0.048, -0.045, -0.011], [0.041, 0.231, 0.241], [-1.163, -0.689, -0.443], [0.580, 0.570, 0.112], [-0.024, 0.039, 0.136], [0.703, -0.468, -0.172], [-0.020, 1.237, 0.115], [-0.311, -0.857, 0.113], [-0.685, 0.353, -0.154], [1.390, 0.144, -0.152], [-0.754, -0.207, 0.165], [0.565, -0.164, -0.168], [-0.036, -0.139, 0.020], [-0.215, -0.142, 0.493], [-0.342, 0.504, -0.131], [0.396, 0.043, 0.100], [-0.046, 0.080, 0.213], [0.250, -0.087, 0.032], [0.018, -0.368, 0.015], [-0.040, -0.350, -0.094], [-0.125, -0.223, -0.002], [-0.032, 0.245, -0.155], [-0.085, -0.224, 0.083], [-0.004, 0.042, 0.205], [0.244, 0.028, -0.081], [-0.271, -0.059, 0.046], [0.087, 0.234, 0.106], [0.202, 0.120, -0.173], [0.022, -0.233, -0.346], [0.048, -0.030, -0.088], [-0.046, -0.484, 0.019], [0.012, 0.003, -0.022], [-0.072, -0.008, 0.037], [0.011, 0.040, 0.053], [-0.087, -0.003, 0.080], [-0.022, -0.013, 0.021], [-0.021, -0.044, -0.007], [0.037, -0.008, 0.006], [0.061, 0.032, -0.070], [0.049, 0.151, 0.085], [0.041, -0.028, 0.020], [0.000, 0.005, -0.031], [-0.077, -0.050, 0.010], [-0.014, -0.065, -0.072], [0.070, 0.075, 0.029], [-0.005, 0.006, 0.004], [0.327, 0.150, -0.010], [-0.076, -0.027, 0.000], [-0.015, -0.025, -0.072], [-0.042, -0.085, -0.049], [-0.020, -0.004, -0.023], [-0.144, 0.052, 0.099], [0.004, 0.044, 0.049], [0.055, 0.009, 0.006]], "lowdin_charge": [-0.05, -0.25, -0.16, -0.23, -0.67, 1.03, -0.22, 0.53, -0.19, -0.30, -0.16, -0.30, -0.11, -0.08, -0.48, 0.10, 0.10, 0.07, 0.08, 0.08, 0.12, 0.13, 0.07, 0.14, 0.13, 0.10, 0.11, 0.11, 0.14, 0.10, -0.03, -1.03, 0.40, 0.52, 0.01, 0.02, -1.02, 0.52, 0.51, -0.02, 0.04, -1.02, 0.52, 0.53, -0.01, 0.00, -0.99, 0.52, 0.54, 0.03, 0.03, -1.02, 0.50, 0.48, 0.03, 0.02]}


{"formula": "C18H60O17", "method": "wB97M-V/def2-TZVPD", "lumo_energy_ev": 0.2445, "gap_ev": 9.74, "relative_energy_kj_mol": 304.6, "fmax_ha_per_bohr": 0.0197, "species": ["C", "C", "O", "C", "C", "O", "C", "O", "O", "H", "H", "H", "H", "H", "H", "H", "H", "C", "O", "H", "H", "H", "H", "C", "O", "H", "H", "H", "H", "C", "O", "H", "H", "H", "H", "C", "O", "H", "H", "H", "H", "C", "O", "H", "H", "H", "H", "C", "O", "H", "H", "H", "H", "C", "O", "H", "H", "H", "H", "C", "O", "H", "H", "H", "H", "C", "O", "H", "H", "H", "H", "C", "O", "H", "H", "H", "H", "C", "O", "H", "H", "H", "H", "C", "O", "H", "H", "H", "H", "C", "O", "H", "H", "H", "H"], "positions_angstrom": [[-1.3474, 3.2424, -0.5996], [-2.0862, 2.0621, 0.0384], [-1.2213, 1.2286, 0.8263], [-0.7796, 0.0846, 0.1833], [0.4556, -0.4762, 0.8950], [1.5512, -0.1353, -0.0054], [1.0456, 0.6358, -0.9849], [1.6469, 1.4196, -1.6396], [-0.2902, 0.3443, -1.1293], [-1.7953, 4.1855, -0.2917], [-0.3051, 3.2307, -0.2897], [-1.4022, 3.1958, -1.6864], [-2.6066, 1.4656, -0.7119], [-2.8444, 2.4258, 0.7298], [-1.5699, -0.6654, 0.1349], [0.4262, -1.5588, 0.9602], [0.6583, 0.0234, 1.8367], [-3.9871, -2.8778, -1.1278], [-3.5728, -1.6908, -0.4521], [-3.1285, -3.5373, -1.1789], [-4.7886, -3.3852, -0.5855], [-4.3204, -2.6590, -2.1457], [-4.3195, -1.0885, -0.3973], [0.8722, -2.5032, -3.1615], [-0.5013, -2.3445, -2.8158], [1.0346, -3.5496, -3.4118], [1.1461, -1.8923, -4.0217], [1.5255, -2.2352, -2.3239], [-0.6093, -1.4141, -2.5947], [4.1308, -0.3889, -3.4529], [3.6635, -1.4006, -4.3319], [3.6615, 0.5464, -3.7479], [3.8516, -0.5946, -2.4142], [5.2169, -0.2691, -3.5125], [4.0661, -2.2403, -4.0786], [-5.7145, 1.2950, -1.3134], [-5.2098, 2.5112, -0.7830], [-4.8557, 0.6499, -1.4944], [-6.3940, 0.7964, -0.6149], [-6.2313, 1.4483, -2.2638], [-5.9485, 3.1078, -0.6339], [-2.3984, -6.8174, -0.5030], [-3.1203, -6.0245, -1.4328], [-2.4246, -6.2892, 0.4485], [-2.8532, -7.8024, -0.3676], [-1.3546, -6.9451, -0.8037], [-3.1065, -6.4663, -2.2865], [3.5194, -5.3498, -3.0183], [4.0520, -4.0413, -3.1891], [3.1216, -5.6520, -3.9842], [4.2917, -6.0585, -2.7105], [2.7075, -5.3548, -2.2870], [4.4042, -3.7389, -2.3462], [-0.7621, 5.4527, 2.0909], [-0.6471, 6.5032, 1.1410], [-1.8075, 5.1563, 2.1277], [-0.1585, 4.5861, 1.8045], [-0.4601, 5.7830, 3.0899], [0.2799, 6.7696, 1.1045], [-4.6551, 6.3366, 2.8595], [-4.0299, 5.1279, 3.2697], [-3.9197, 7.1286, 2.9793], [-4.9549, 6.3013, 1.8087], [-5.5278, 6.5707, 3.4754], [-4.6566, 4.4069, 3.1650], [0.8628, -4.3792, 3.1708], [0.1465, -3.6841, 2.1506], [0.8012, -3.7724, 4.0705], [0.4177, -5.3502, 3.3825], [1.9155, -4.5052, 2.9022], [0.1808, -4.2140, 1.3489], [-2.1353, -5.2744, 5.8214], [-1.1771, -6.1511, 5.2405], [-1.5872, -4.5850, 6.4593], [-2.6675, -4.6973, 5.0611], [-2.8592, -5.8162, 6.4354], [-1.6449, -6.7730, 4.6763], [2.9255, 8.4651, 2.2511], [2.3228, 7.5934, 1.2963], [2.3552, 9.3911, 2.2387], [2.8980, 8.0409, 3.2558], [3.9626, 8.6789, 1.9897], [2.8245, 6.7730, 1.2871], [5.6666, 5.7433, 4.0647], [5.4958, 7.1467, 3.9124], [4.7896, 5.2667, 3.6317], [6.5538, 5.3830, 3.5378], [5.7324, 5.4546, 5.1167], [6.2612, 7.5859, 4.2932], [3.8459, -3.9895, -6.6897], [2.4833, -3.8424, -6.3233], [4.0067, -5.0341, -6.9513], [4.1056, -3.3705, -7.5526], [4.5052, -3.7360, -5.8555], [2.3498, -2.9232, -6.0662]], "atomic_forces_ev_per_a": [[-0.308, -0.176, -0.082], [-0.314, 0.241, 0.195], [0.452, 0.144, -0.215], [-0.198, -0.789, 0.604], [0.407, -0.031, -0.700], [-0.239, 0.554, 0.355], [-0.121, -0.348, -0.054], [0.135, -0.167, -0.303], [0.145, 0.584, 0.060], [0.101, 0.047, 0.038], [0.044, 0.072, -0.067], [0.184, -0.043, -0.008], [0.070, -0.109, -0.002], [0.026, -0.046, 0.042], [-0.106, 0.130, -0.430], [-0.026, 0.006, 0.330], [-0.191, -0.149, 0.143], [-0.008, 0.127, 0.031], [0.003, 0.053, 0.007], [0.026, -0.013, -0.025], [0.008, -0.029, -0.007], [0.009, -0.031, -0.009], [-0.013, -0.048, 0.041], [-0.156, -0.003, 0.045], [0.182, 0.018, 0.018], [-0.004, -0.004, -0.016], [0.055, 0.004, -0.001], [0.063, -0.017, -0.028], [-0.218, 0.034, 0.094], [-0.037, -0.045, -0.008], [0.153, 0.043, -0.167], [-0.017, 0.000, 0.029], [-0.010, 0.034, -0.002], [0.005, 0.010, -0.004], [-0.227, -0.084, 0.003], [0.001, 0.069, 0.023], [-0.054, -0.041, 0.032], [0.010, 0.029, -0.047], [0.004, -0.016, -0.007], [0.003, -0.027, -0.010], [0.022, 0.016, -0.028], [-0.023, 0.051, -0.056], [-0.002, -0.106, 0.016], [0.003, -0.004, 0.005], [0.008, -0.007, 0.020], [0.008, -0.007, 0.016], [0.011, 0.042, -0.004], [-0.044, 0.037, -0.100], [0.195, 0.088, 0.138], [-0.015, 0.012, -0.001], [-0.003, -0.006, -0.003], [-0.008, -0.011, -0.004], [-0.029, -0.069, 0.024], [0.086, 0.153, -0.092], [0.034, -0.111, 0.024], [0.000, -0.025, 0.049], [-0.018, -0.044, 0.051], [-0.021, -0.037, 0.027], [0.011, 0.189, 0.011], [0.030, -0.050, -0.007], [-0.053, -0.018, 0.012], [0.004, 0.004, -0.010], [0.002, 0.019, -0.004], [0.002, 0.016, -0.001], [0.016, 0.002, -0.001], [0.003, 0.067, -0.150], [0.058, -0.041, -0.012], [-0.004, -0.003, 0.013], [0.003, -0.022, 0.064], [0.006, 0.007, 0.031], [-0.054, 0.020, -0.007], [0.045, -0.017, -0.046], [-0.074, -0.035, 0.006], [-0.001, 0.004, 0.004], [-0.004, 0.015, 0.011], [-0.005, 0.012, 0.010], [0.015, -0.010, 0.023], [-0.065, -0.006, -0.020], [-0.086, -0.155, 0.005], [-0.017, -0.010, -0.016], [0.017, 0.021, 0.016], [0.007, 0.015, 0.024], [0.038, 0.030, -0.045], [0.005, 0.058, 0.005], [0.040, -0.060, 0.014], [-0.003, -0.006, 0.002], [-0.006, -0.017, -0.004], [-0.005, -0.017, -0.002], [-0.021, 0.021, -0.013], [-0.003, 0.057, 0.112], [0.002, 0.013, -0.036], [-0.048, -0.011, -0.015], [0.015, -0.005, -0.005], [0.073, -0.020, -0.053], [0.014, -0.024, 0.098]], "lowdin_charge": [-0.05, -0.21, -0.06, -0.32, -0.01, 0.06, -0.56, 0.17, 0.08, 0.06, 0.07, 0.08, 0.11, 0.11, 0.15, 0.11, 0.14, -0.14, -0.14, 0.06, 0.08, 0.08, 0.05, -0.15, -0.12, 0.07, 0.07, 0.07, 0.05, -0.15, -0.14, 0.08, 0.07, 0.08, 0.03, -0.15, -0.12, 0.06, 0.08, 0.08, 0.08, -0.16, -0.13, 0.07, 0.07, 0.07, 0.08, -0.13, -0.14, 0.08, 0.08, 0.08, 0.09, -0.17, -0.13, 0.05, 0.07, 0.08, 0.04, -0.16, -0.13, 0.08, 0.08, 0.07, 0.07, -0.15, -0.13, 0.08, 0.06, 0.08, 0.07, -0.16, -0.13, 0.08, 0.08, 0.07, 0.07, -0.15, -0.13, 0.08, 0.07, 0.07, 0.08, -0.16, -0.13, 0.08, 0.08, 0.08, 0.08, -0.17, -0.13, 0.08, 0.08, 0.06, 0.06]}


{"formula": "C5H9N2P", "method": "wB97M-V/def2-TZVPD", "lumo_energy_ev": [0.2860, 0.2859], "gap_ev": [7.75, 7.75], "relative_energy_kj_mol": 343.9, "fmax_ha_per_bohr": 0.0976, "species": ["C", "C", "C", "C", "C", "N", "N", "P", "H", "H", "H", "H", "H", "H", "H", "H", "H"], "positions_angstrom": [[-0.3077, -0.2860, 1.1302], [0.8882, 1.8804, 1.4385], [-1.0433, 0.6875, -0.8208], [-0.7165, -1.6796, 1.1624], [0.2007, 0.4108, -1.6078], [0.6038, 0.4117, 1.5365], [-0.0938, 2.6732, 0.7863], [-1.3537, 2.2794, -0.0186], [1.0078, 2.1494, 2.4467], [1.8342, 1.8515, 0.9331], [-1.8639, 0.1865, -1.0713], [-0.0698, -2.0307, 2.0042], [-0.5200, -2.0080, 0.1490], [-1.7412, -1.6782, 1.2029], [0.2910, 0.9283, -2.5022], [0.4168, -0.5133, -1.9541], [1.1360, 0.8583, -1.1755]], "atomic_forces_ev_per_a": [[0.958, 3.384, -2.386], [-0.938, -1.244, -2.212], [3.603, 1.793, 2.998], [2.729, 0.951, 0.151], [1.194, 3.018, 2.096], [-1.278, -0.951, 0.902], [0.806, 0.053, 1.319], [-0.398, -1.108, -1.012], [0.263, 0.694, 1.298], [0.697, 0.492, -0.261], [-3.464, -2.054, -1.215], [-1.052, -0.898, -0.781], [0.602, -0.764, 0.034], [-2.510, -0.558, 1.002], [-0.843, 1.555, -2.125], [0.388, -3.609, -0.253], [-0.758, -0.753, 0.446]], "lowdin_charge": [-0.19, -0.33, -0.41, -0.04, -0.18, 0.08, -0.35, 0.83, 0.09, 0.10, -0.02, 0.12, 0.09, 0.05, 0.04, 0.03, 0.09]}


{"formula": "C6H9F", "method": "wB97M-V/def2-TZVPD", "lumo_energy_ev": 0.5597, "gap_ev": 9.43, "relative_energy_kj_mol": 82.6, "fmax_ha_per_bohr": 0.0698, "species": ["C", "C", "C", "C", "C", "C", "H", "H", "H", "H", "H", "H", "H", "H", "H", "F"], "positions_angstrom": [[-0.1088, 1.3780, 0.1219], [-0.2017, -0.1666, -0.0881], [-1.4804, -0.7648, -0.2658], [-2.6050, -0.0466, -0.3474], [0.9129, -0.9363, 0.0487], [2.3337, -0.4568, 0.2495], [-0.6923, 1.5734, 1.0365], [0.9352, 1.7642, 0.2076], [-0.6078, 1.8763, -0.7391], [-1.5222, -1.8316, -0.3175], [-2.5159, 0.9991, -0.1489], [-3.6150, -0.4888, -0.5436], [0.7882, -2.0122, -0.0385], [3.0384, -1.3006, 0.3827], [2.4355, 0.1215, 1.2468], [2.9050, 0.2918, -0.8046]], "atomic_forces_ev_per_a": [[-0.173, -0.935, -0.631], [3.140, 1.279, 1.183], [-1.637, 0.139, -0.272], [-0.612, -1.013, 0.008], [-0.532, 0.627, -0.740], [0.803, 0.062, 1.721], [0.316, 0.307, -0.300], [-0.922, -0.499, -0.027], [0.388, -0.124, 0.638], [0.062, -0.599, -0.254], [-0.415, 0.574, -0.262], [1.168, 0.454, 0.343], [0.055, 0.020, -0.021], [-0.616, 0.171, -0.167], [-0.225, -0.378, -1.739], [-0.801, -0.086, 0.521]], "lowdin_charge": [-0.04, -0.30, -0.17, 0.03, -0.04, -0.21, 0.09, 0.08, 0.09, 0.10, 0.04, 0.08, 0.10, 0.11, 0.14, -0.08]}